The following is a DFT calculation (the ωB97M-V functional and the def2-TZVPD basis) of C20H15N3O2PtS as an isolated structure at a distorted geometry.

Last column: Löwdin charge in e.
CARTESIAN COORDINATES (ANGSTROEM)
Pt -0.11 -0.07 0.17  1.0120
C 2.77 -1.60 0.63  -0.1784
N 2.10 -0.54 -0.05  -0.0934
C 2.64 0.24 -0.93  -0.0829
C 1.92 1.31 -1.50  -0.3332
C 2.27 2.26 -2.47  -0.0433
C 1.19 3.11 -2.60  -0.0894
C 0.21 2.65 -1.71  -0.1574
N 0.64 1.58 -1.06  -0.1145
C 2.27 -2.96 0.18  -0.2343
C 2.78 -3.53 -0.98  -0.0598
C 2.33 -4.78 -1.39  -0.0852
C 1.39 -5.46 -0.65  -0.0917
C 0.88 -4.89 0.51  -0.0808
C 1.32 -3.64 0.92  -0.0548
H 2.56 -1.48 1.70  0.1172
H 3.86 -1.53 0.47  0.1279
H 3.69 0.10 -1.22  0.1442
H 3.20 2.30 -3.01  0.1002
H 1.09 3.95 -3.26  0.0896
H -0.77 3.06 -1.53  0.1056
H 3.50 -3.00 -1.57  0.1164
H 2.73 -5.21 -2.30  0.1063
H 1.05 -6.44 -0.96  0.1019
H 0.15 -5.43 1.10  0.1037
H 0.91 -3.20 1.82  0.1076
S -0.56 0.48 2.29  0.1258
O -3.09 -0.90 -0.15  0.0490
C -2.45 -1.67 -0.84  -0.4739
N -1.08 -1.60 -0.95  -0.0427
C -0.59 -2.50 -1.86  -0.4394
O 0.55 -2.54 -2.26  0.0908
C -1.75 -3.34 -2.28  -0.0809
C -1.81 -4.46 -3.09  0.0028
C -3.07 -5.01 -3.32  -0.0663
C -4.21 -4.44 -2.79  -0.0680
C -4.15 -3.32 -1.97  0.0038
C -2.90 -2.79 -1.70  -0.0817
H -0.91 -4.88 -3.51  0.1193
H -3.15 -5.90 -3.94  0.1043
H -5.17 -4.87 -3.02  0.1036
H -5.04 -2.88 -1.55  0.1201

**⟨S²⟩**: 6.02
**2S+1**: 5
**HOMO (spin up / spin down)**: -8.2 / -8.1 eV
**Calculated total energy**: -1603.30390 Eh
**Maximum force**: 1.6 eV/Å
**Relative energy (zero: lowest compared OMol25 entry of this formula, charge and spin)**: 3.2 kcal per mole